Molecular formula: C5H17NO3
Method: DFT, ωB97M-V/def2-TZVPD

Structure (XYZ):
```
26
Properties=species:S:1:pos:R:3:nbo_charge:R:1
C 2.22986 -1.29020 1.17011 -0.686
C 0.79698 -0.90401 0.98037 -0.177
C 0.18926 0.08495 1.66319 -0.252
C -1.27574 0.35489 1.66795 -0.454
C -1.96424 -0.17940 0.25694 -0.206
N -2.42302 0.91368 -0.55959 -0.873
H 2.74672 -0.67548 1.93838 0.229
H 2.69009 -1.74378 0.31475 0.224
H 2.33871 -2.16654 1.88157 0.230
H 0.29585 -1.43406 0.16750 0.217
H 0.73395 0.79246 2.29104 0.192
H -1.78767 -0.14752 2.49320 0.214
H -1.47134 1.44562 1.69584 0.211
H -2.75024 -0.82771 0.56615 0.165
H -1.21285 -0.81521 -0.16797 0.192
H -2.30533 0.64945 -1.54840 0.394
H -3.34757 1.20395 -0.29722 0.366
O 1.16306 2.33361 -0.22741 -0.932
H 1.76107 1.99616 0.43150 0.472
H 0.33173 1.81950 -0.06350 0.481
O -0.69017 -0.53649 -3.40044 -0.992
H 0.05931 -0.38415 -2.73671 0.492
H -0.36674 -0.12241 -4.19966 0.459
O 1.15462 -0.34744 -1.50691 -0.970
H 1.04644 0.52654 -1.06851 0.510
H 2.05727 -0.54643 -1.74219 0.493
```

Results
SMILES string   C/C=C/CCN.O.O.O
Highest occupied orbital energy   -8.784 eV
Molecular weight   139.2 u
HOMO-LUMO gap   9.36 eV

Molecular formula: C5H17NOSi2
Method: DFT, ωB97M-V/def2-TZVPD

Structure (XYZ):
```
26
Properties=species:S:1:pos:R:3:nbo_charge:R:1
C 1.17454 2.03486 -0.10265 -1.102
Si 1.51878 0.18594 -0.58641 1.751
C 3.43515 0.32204 -1.02274 -1.088
C 1.05688 -1.09837 0.67195 -1.144
N 0.71729 -0.53453 -1.93025 -1.329
H 0.20207 2.28170 -0.61467 0.215
H 1.00488 2.28309 0.90415 0.230
H 1.98380 2.63321 -0.39426 0.232
H 3.76052 -0.61277 -0.53405 0.225
H 3.79290 0.40306 -2.02255 0.236
H 3.96062 1.08431 -0.42605 0.224
H 1.01381 -0.89038 1.79602 0.232
H 0.11529 -1.50929 0.39415 0.260
H 1.68910 -1.90113 0.57142 0.242
H 0.83888 -0.18208 -2.90875 0.393
H -0.26749 -0.97110 -1.86834 0.422
C -1.89498 1.11051 1.01169 -1.176
Si -2.93437 -0.29364 0.13146 1.981
C -4.44393 0.66370 -0.56604 -1.154
O -2.40986 -1.63010 -0.39428 -1.171
H -2.37011 1.53591 1.99117 0.257
H -0.93397 0.61691 1.18844 0.250
H -1.55434 1.90506 0.32396 0.261
H -5.34029 0.00527 -0.25919 0.248
H -4.60394 1.55213 -0.03993 0.237
H -4.29404 0.74787 -1.66501 0.266
```

Results
SMILES string   C[Si](C)(C)N.C[Si](C)=O
Highest occupied orbital energy   -9.153 eV
Molecular weight   163.4 u
HOMO-LUMO gap   8.87 eV

Molecular formula: C5H18F6N2O8S2
Method: DFT, ωB97M-V/def2-TZVPD

Structure (XYZ):
```
41
Properties=species:S:1:pos:R:3:nbo_charge:R:1
N 0.09092 -0.55012 0.87628 -0.960
H -0.15017 -1.17485 1.66617 0.426
H 0.75971 0.19468 1.12669 0.449
H -0.80843 -0.05655 0.56562 0.459
H 0.52594 -1.17129 0.18287 0.456
C -3.16577 -1.82229 -0.74521 0.757
F -3.79787 -1.59352 0.38841 -0.303
F -2.09256 -2.59523 -0.62282 -0.325
F -3.96018 -2.38856 -1.63078 -0.298
S -2.58764 -0.13769 -1.47678 2.154
O -1.46413 -0.44446 -2.33401 -0.937
O -3.76552 0.32742 -2.16498 -0.878
N -2.06545 0.66697 -0.10026 -1.238
S -2.84583 2.05033 -0.13195 2.154
O -2.51329 2.91014 -1.27277 -0.918
O -4.27963 1.89056 0.12458 -0.907
C -2.12596 2.95998 1.42229 0.766
F -0.97904 2.38391 1.83155 -0.338
F -1.95005 4.24125 1.19710 -0.292
F -3.01244 2.80425 2.37668 -0.305
O 1.85267 -2.16157 -0.60871 -0.977
H 2.24708 -3.00221 -0.32875 0.507
H 1.73442 -2.24777 -1.56327 0.492
O -0.26128 -2.61893 2.61178 -0.951
H 0.27944 -2.31199 3.35321 0.487
H -1.12574 -2.80580 3.00339 0.506
O 2.27330 -4.06817 1.56798 -0.953
H 2.85003 -3.57067 2.15767 0.470
H 1.38542 -3.72627 1.74751 0.486
C 3.37356 0.87608 -1.47155 -0.661
C 2.46272 1.86360 -0.77484 0.090
C 1.15179 2.05267 -1.54191 -0.618
O 2.20239 1.39195 0.55598 -0.753
H 3.47572 -0.06012 -0.92031 0.220
H 4.41114 1.20624 -1.59965 0.209
H 3.15184 0.58627 -2.50315 0.222
H 3.07997 2.76754 -0.81042 0.165
H 0.48797 2.72954 -1.00862 0.229
H 0.66558 1.07720 -1.57426 0.215
H 1.44676 2.34544 -2.54578 0.222
H 3.04264 1.18203 0.97502 0.475
```

Results
Highest occupied orbital energy   -9.552 eV
Molecular weight   412.3 u
HOMO-LUMO gap   8.76 eV

Molecular formula: C5H18LiN6O5
Method: DFT, ωB97M-V/def2-TZVPD

Structure (XYZ):
```
35
Properties=species:S:1:pos:R:3:nbo_charge:R:1
Li -0.20750 0.67420 0.13897 0.874
C -0.77551 3.32237 0.50709 -0.094
C -0.32875 2.94806 1.86992 -0.095
O 0.51756 1.85438 1.80682 -0.737
O -1.64742 2.49650 -0.11833 -0.740
H 0.15934 3.37957 -0.05048 0.173
H -1.29997 4.26679 0.65237 0.182
H -1.15158 2.82394 2.57394 0.174
H 0.25909 3.70835 2.38423 0.185
H 0.51413 1.42027 2.66305 0.486
H -1.58833 2.39767 -1.07140 0.507
C 2.14902 -1.42750 -0.06258 0.751
O 1.55673 -0.45294 0.29360 -0.707
N 1.66366 -2.28383 -0.91139 -0.834
N 3.37146 -1.60191 0.28830 -0.803
H 2.28586 -3.04171 -1.15343 0.393
H 0.68433 -2.33927 -1.15207 0.428
H 3.72775 -2.54684 0.27137 0.388
H 3.74114 -0.91217 0.92681 0.422
C -1.59302 -1.50285 1.81950 0.764
O -1.14583 -0.86616 0.92905 -0.716
N -2.82337 -1.88137 1.86547 -0.806
N -0.95982 -2.15829 2.72850 -0.811
H -3.47378 -1.75741 1.10278 0.411
H -3.18476 -2.32691 2.69673 0.385
H 0.02894 -1.98404 2.83846 0.400
H -1.37056 -2.89123 3.28903 0.402
C 0.00181 0.27696 -2.91252 0.779
O -0.31437 0.72921 -1.84233 -0.747
N -0.73399 0.49135 -3.96353 -0.804
N 0.87584 -0.64347 -3.21209 -0.822
H -1.17462 1.35785 -3.68945 0.402
H -0.47685 0.17701 -4.88829 0.404
H 1.23785 -0.73691 -4.15035 0.398
H 1.47555 -0.96966 -2.46775 0.408
```

Results
Highest occupied orbital energy   -13.065 eV
Total charge   +1
Molecular weight   249.2 u
HOMO-LUMO gap   10.86 eV

Molecular formula: C5H18N2O3
Method: DFT, ωB97M-V/def2-TZVPD

Structure (XYZ):
```
28
Properties=species:S:1:pos:R:3:nbo_charge:R:1
C 1.78218 0.92618 -1.12631 -0.657
C 1.21800 0.27421 0.18879 0.105
O 2.14934 -0.60221 0.76323 -0.755
C -0.06145 -0.57922 -0.22908 -0.069
C 0.47185 -1.66866 -1.14803 -0.679
N -1.02828 0.36061 -0.78914 -0.698
C -2.46980 0.40321 -0.23453 -0.038
N -2.44950 0.99831 1.07337 -0.858
H 1.39920 1.88929 -1.11555 0.218
H 2.89022 0.73152 -1.15567 0.236
H 1.53958 0.31916 -2.03323 0.200
H 0.93567 0.86480 1.01290 0.177
H 2.17091 -1.55353 0.39271 0.487
H -0.36351 -0.94184 0.80524 0.168
H 1.35185 -1.28363 -1.79711 0.220
H -0.23584 -2.00735 -2.04489 0.230
H 0.68399 -2.58807 -0.67283 0.229
H -0.95473 0.39974 -1.75479 0.366
H -3.04330 0.94724 -1.01188 0.200
H -2.83330 -0.65231 -0.22376 0.168
H -2.30163 2.09904 1.06611 0.396
H -1.81781 0.62872 1.72439 0.360
O -0.28086 3.04456 0.84062 -0.934
H 0.49326 3.03119 1.20008 0.448
H -0.22305 2.27715 0.24141 0.480
O 0.35890 -2.81992 2.05459 -0.918
H 0.76085 -2.15160 2.53805 0.468
H -0.14271 -2.34659 1.43529 0.452
```

Results
SMILES string   C[C@H](O)[C@H](C)NCN.O.O
Highest occupied orbital energy   -9.046 eV
Molecular weight   154.2 u
HOMO-LUMO gap   9.73 eV

Molecular formula: C5H18N3
Method: DFT, ωB97M-V/def2-TZVPD

Structure (XYZ):
```
26
Properties=species:S:1:pos:R:3:nbo_charge:R:1
C 3.37095 -1.51885 -0.17255 -0.621
C 2.04962 -0.87056 0.24886 -0.047
C 1.94814 0.53384 -0.33019 -0.619
N 0.87818 -1.68097 -0.20541 -0.831
H 4.21923 -1.02945 0.29685 0.235
H 3.35885 -2.58976 0.02109 0.218
H 3.47854 -1.37469 -1.25206 0.212
H 1.95652 -0.86947 1.34006 0.189
H 1.07363 1.07647 0.03298 0.189
H 2.84342 1.09503 -0.07306 0.244
H 1.90470 0.46147 -1.41892 0.216
H 0.98483 -2.64140 0.08813 0.393
H 0.87088 -1.69562 -1.21972 0.384
C -2.68127 1.57789 0.36664 -0.238
N -3.47679 2.19058 -0.69557 -0.817
C -2.13157 0.25951 -0.12982 -0.222
N -1.22464 -0.38189 0.87997 -0.737
H -3.34162 1.41196 1.22128 0.208
H -1.84866 2.20342 0.72147 0.168
H -4.11978 2.87188 -0.30946 0.382
H -2.85581 2.65820 -1.33775 0.363
H -1.54086 0.39459 -1.03428 0.208
H -2.87870 -0.48722 -0.37987 0.231
H -0.35395 -0.94225 0.39160 0.456
H -0.76586 0.34721 1.42685 0.411
H -1.71801 -0.99993 1.52288 0.424
```

Results
Highest occupied orbital energy   -13.117 eV
Total charge   +1
Molecular weight   120.2 u
HOMO-LUMO gap   10.29 eV

Molecular formula: C5H18N3O4
Method: DFT, ωB97M-V/def2-TZVPD

Structure (XYZ):
```
30
Properties=species:S:1:pos:R:3:mulliken_spin:R:1
C -2.13823 -0.74714 0.15959 0.618
C -2.38838 0.64391 0.79398 -0.046
C -1.38531 1.71082 0.48652 0.051
C -1.37295 2.83210 -0.35938 0.026
N -0.09640 3.48648 -0.18928 -0.002
C 0.63151 2.69306 0.73104 0.083
N -0.06230 1.55069 1.01157 0.132
N -0.76775 -1.18937 0.47690 0.664
H -2.10613 -0.72671 -0.96742 -0.046
H -2.85148 -1.54422 0.45773 -0.103
H -3.41000 0.89693 0.21444 -0.020
H -2.52446 0.55969 1.96017 -0.112
H -2.18012 3.25851 -1.03494 -0.037
H 0.01260 4.33847 -0.68062 -0.003
H 1.60898 2.98409 1.00697 -0.043
H -0.04091 -0.66580 0.04859 -0.184
H -0.58332 -1.18709 1.48797 0.032
H -0.56610 -2.18802 0.05116 -0.235
H -0.16438 0.08224 -3.47674 -0.039
H 1.27484 0.06831 -2.99209 0.036
O 0.25040 -0.10651 -2.58218 0.063
H 0.42985 -3.91607 1.15814 0.062
H -0.16730 -3.76794 2.54804 -0.175
O 0.00009 -3.20837 1.72975 0.141
H 2.57421 -2.54426 0.13813 -0.024
H 2.56901 -1.48692 -0.91801 0.080
O 2.06245 -2.24054 -0.59805 -0.029
H 3.63413 0.16104 0.58286 -0.024
H 4.24986 0.29808 -0.90613 -0.029
O 3.50757 -0.04542 -0.33873 0.159
```

Results
⟨S²⟩   0.751
Highest occupied orbital energy (alpha / beta)   -2.173 / -9.106 eV
Molecular weight   184.2 u
Spin multiplicity   2
HOMO-LUMO gap (alpha / beta)   2.55 / 9.39 eV

Molecular formula: C5H18NO2
Method: DFT, ωB97M-V/def2-TZVPD

Structure (XYZ):
```
26
Properties=species:S:1:pos:R:3:nbo_charge:R:1
C 0.54381 0.88980 -2.05764 -0.650
C -0.73236 0.12143 -2.30140 -0.422
C -1.42495 -0.24282 -0.92770 -0.262
C -1.88075 1.03573 -0.09117 -0.417
C -3.07999 1.77284 -0.65283 -0.605
N 4.54032 -1.26496 2.44777 -1.008
H 1.33125 0.92334 -2.93772 0.263
H 1.22299 0.44999 -1.11234 0.258
H -1.44409 0.73467 -2.85680 0.304
H -0.39490 -0.78812 -3.00860 0.251
H -2.16860 -1.05784 -1.24809 0.252
H -0.52287 -0.75976 -0.36971 0.335
H -2.03357 0.49755 0.79985 0.264
H -0.92432 1.63199 0.07519 0.237
H -3.80996 1.13532 -1.11761 0.231
H -2.74492 2.48648 -1.45360 0.228
H -3.49450 2.47760 0.02023 0.250
H 5.27566 -0.54139 2.42169 0.364
H 4.53889 -1.12776 1.46121 0.401
H 0.41521 2.02114 -1.76480 0.239
H -0.07056 -1.15095 2.96630 0.472
H 4.03589 -1.06284 3.22621 0.397
O -0.03285 -0.38882 2.38147 -0.761
H 0.40850 -0.89079 1.47538 0.474
H 1.12944 -2.40215 0.17039 0.499
O 0.89706 -1.50913 0.40639 -0.592
```

Results
Highest occupied orbital energy   -13.082 eV
Total charge   +1
Molecular weight   124.2 u
HOMO-LUMO gap   2.81 eV

Molecular formula: C5H18NO6
Method: DFT, ωB97M-V/def2-TZVPD

Structure (XYZ):
```
30
Properties=species:S:1:pos:R:3:nbo_charge:R:1
O 0.21658 1.18257 -2.22702 -0.556
C 0.25925 0.05456 -1.80776 0.468
C -0.23943 -0.26336 -0.40786 -0.171
C -1.44984 -1.22073 -0.46603 -0.421
C -1.56067 -2.20115 0.69901 -0.527
C -2.05280 -1.64456 2.00331 0.469
O -1.98759 -0.47176 2.30815 -0.564
N -0.60147 1.00111 0.29459 -0.738
H 0.65615 -0.77528 -2.40098 0.157
H 0.55896 -0.76807 0.14457 0.250
H -2.36571 -0.66439 -0.66331 0.246
H -1.36270 -1.78820 -1.40269 0.241
H -2.23395 -3.02134 0.42575 0.253
H -0.60146 -2.68937 0.90935 0.252
H -2.52959 -2.32703 2.71916 0.150
H -1.09315 0.73135 1.16800 0.463
H -1.25573 1.54876 -0.29744 0.470
H 0.26634 1.53764 0.48150 0.466
H 3.28608 0.35393 -1.74976 0.499
H 2.50924 1.05073 -0.62193 0.508
O 2.65689 0.18702 -1.05438 -0.987
H 2.44485 2.66920 1.32423 0.508
H 2.35174 1.09474 1.40639 0.520
O 2.03384 1.89495 0.92775 -1.014
H -3.11686 2.56233 -1.71279 0.500
H -1.80095 2.14762 -2.41792 0.505
O -2.37849 1.93847 -1.68378 -0.970
H 3.04290 -0.63010 0.56157 0.512
H 3.54042 -0.91882 2.03494 0.501
O 2.80715 -0.57082 1.50537 -0.992
```

Results
Highest occupied orbital energy   -13.689 eV
Total charge   +1
Molecular weight   188.2 u
HOMO-LUMO gap   11.20 eV

no.,maximum force (hartree/bohr)
1,0.06296
2,0.07348
3,0.07701
4,0.12013
5,0.16326
6,0.01449
7,0.10268
8,0.11116
9,0.01650